Density functional theory data (the ωB97M-V functional and the def2-TZVPD basis) for a structure of composition C31H32Cl2N4O5Pb.

Structure (ORCA input):
```
! RIJCOSX wB97M-V def2-TZVPD def2/J DEFGRID3
* xyz 2 1
Pb 0.2967 -0.2655 -0.1604
C -4.3366 -0.3591 -2.3723
C -3.5718 -0.2349 -3.5202
C -2.4451 0.5733 -3.5089
C -2.0617 1.2384 -2.3495
C -2.8560 1.1172 -1.1952
C -3.9947 0.3218 -1.2104
C -0.9035 2.1724 -2.3651
C -1.0301 3.3501 -3.1265
C -0.0367 4.2861 -3.0835
C 1.1180 4.0348 -2.3178
C 2.1763 4.9652 -2.2108
C 3.2883 4.6683 -1.4774
C 3.4002 3.4169 -0.8426
C 2.3923 2.4982 -0.9276
C 1.2104 2.7895 -1.6436
N 0.1840 1.8839 -1.6662
H -5.2334 -0.9638 -2.3745
H -3.8611 -0.7495 -4.4260
H -1.8503 0.7018 -4.4043
H -4.6403 0.2609 -0.3499
H -1.9333 3.5113 -3.6977
H -0.1265 5.2197 -3.6243
H 2.0841 5.9172 -2.7170
H 4.0898 5.3869 -1.3812
H 4.2954 3.1893 -0.2795
H 2.4788 1.5394 -0.4324
Cl 5.4289 1.8988 5.3127
C 4.1919 1.6596 4.1356
C 3.3276 2.7293 3.8212
C 2.3209 2.5533 2.9161
Cl 1.3159 3.8850 2.4732
C 2.0503 1.2898 2.2948
O 0.9868 1.1293 1.6013
C 3.0190 0.2606 2.5420
C 3.0218 -0.9715 1.8599
O 2.2834 -1.3933 0.9365
C 4.0594 0.4727 3.4879
H 3.4741 3.6894 4.2971
H 3.8210 -1.6578 2.1861
H 4.7611 -0.3273 3.6872
N 1.4811 -4.9308 1.3481
C 0.3387 -4.1148 0.7996
C -0.7366 -3.9519 1.8647
C -1.8824 -3.0739 1.3461
N -1.4750 -1.6400 1.3249
C -2.4005 -3.5912 -0.0077
C -1.3475 -3.9427 -1.0598
N -0.7960 -2.7443 -1.7036
C -0.2287 -4.7885 -0.4440
H 1.8535 -4.4904 2.1925
H 2.2448 -4.9872 0.6704
H 1.1801 -5.8798 1.5826
H 0.7528 -3.1467 0.5423
H -0.3265 -3.4878 2.7673
H -1.1393 -4.9316 2.1381
H -2.7126 -3.1769 2.0529
H -1.1531 -1.4000 2.2618
H -2.3331 -1.1002 1.2129
H -3.0874 -2.8506 -0.4240
H -2.9756 -4.4981 0.1880
H -1.8396 -4.5627 -1.8167
H -1.5481 -2.2666 -2.1998
H -0.1222 -3.0295 -2.4094
H 0.5494 -4.9466 -1.1974
H -0.6462 -5.7644 -0.1789
O 2.6499 0.0125 -3.1912
C 2.0757 -0.3561 -2.3042
C -2.4516 3.0502 1.9259
C -3.0084 1.9399 1.1096
O -3.7675 1.0874 1.4953
O -2.4721 1.9487 -0.1447
H -3.0541 3.1991 2.8165
H -2.3780 3.9626 1.3387
H -1.4393 2.7649 2.2165
*
```

As for the energy relative to the best compared isomer or geometry (same formula, charge and spin): 0.0000 eV. The calculation puts the gap between HOMO and LUMO at 7.243 eV. The LUMO energy is -0.1979 hartree. As for the HOMO energy: -0.4641 Ha.